A 14-piece molecular cluster, C56H98N14 overall in a non-equilibrium geometry, computed with ωB97M-V with the def2-TZVPD basis set.

Positions of all 168 atoms, in Å:
C: -10.70679 -1.77482 5.49617
C: -9.92382 -2.63276 6.47925
C: -8.44720 -2.19707 6.71227
C: -7.67631 -1.92781 5.50309
N: -7.07967 -1.72167 4.51320
H: -11.78001 -1.94080 5.58976
H: -10.43712 -2.03389 4.47234
H: -10.54131 -0.71848 5.70802
H: -9.90176 -3.64609 6.07830
H: -10.44054 -2.60271 7.43853
H: -7.98218 -2.99034 7.29759
H: -8.35164 -1.38070 7.42817
C: 2.84382 7.62166 4.38811
C: 2.35418 8.71782 5.37010
C: 3.07065 8.69826 6.75785
C: 4.46432 9.10083 6.78963
N: 5.60255 9.41737 6.83746
H: 3.93169 7.66964 4.33951
H: 2.38311 7.75842 3.40978
H: 2.58325 6.66399 4.83875
H: 1.26932 8.70983 5.47551
H: 2.51943 9.71138 4.95342
H: 2.91603 7.71221 7.19589
H: 2.56990 9.35569 7.46858
C: -4.88530 6.43031 -8.75026
C: -3.47767 6.53863 -8.19267
C: -3.17618 5.68713 -6.93603
C: -3.89532 6.12660 -5.77095
N: -4.44858 6.45180 -4.81825
H: -5.63125 6.86164 -8.08273
H: -5.15649 5.39512 -8.95748
H: -4.84964 6.89307 -9.73650
H: -3.33709 7.59485 -7.96303
H: -2.73496 6.36148 -8.97055
H: -2.12852 5.70486 -6.63568
H: -3.41302 4.62713 -7.02773
C: 1.42358 -1.62081 -9.18122
C: 1.59071 -0.16769 -8.67543
C: 1.44122 -0.08173 -7.16355
C: 0.17362 -0.32522 -6.50398
N: -0.83745 -0.50345 -5.98121
H: 1.47287 -1.81411 -10.25281
H: 0.47669 -2.04923 -8.85263
H: 2.24865 -2.20924 -8.77983
H: 0.95587 0.55891 -9.18253
H: 2.61847 0.12460 -8.89074
H: 1.67358 0.94367 -6.87607
H: 2.29397 -0.59687 -6.72132
C: -8.64451 -1.72660 -4.14150
C: -7.30441 -1.13008 -3.60053
C: -7.18794 0.36400 -3.86309
C: -7.07373 0.63402 -5.29073
N: -7.00505 0.87007 -6.41059
H: -9.49099 -1.04847 -4.03328
H: -8.90175 -2.64717 -3.61759
H: -8.51717 -2.04235 -5.17697
H: -6.39637 -1.60729 -3.96907
H: -7.25347 -1.24000 -2.51728
H: -6.30909 0.76024 -3.35445
H: -8.01632 0.95498 -3.47241
C: -0.58919 -6.03157 -4.07272
C: 0.66044 -5.46577 -3.34994
C: 1.56539 -6.59230 -2.79453
C: 2.16731 -7.48397 -3.79612
N: 2.59819 -8.21258 -4.60959
H: -0.32658 -6.51301 -5.01472
H: -1.28359 -5.22907 -4.32150
H: -1.09545 -6.77984 -3.46290
H: 0.19810 -4.85853 -2.57174
H: 1.26581 -4.77738 -3.93965
H: 1.01117 -7.21937 -2.09616
H: 2.38501 -6.11304 -2.25916
C: -5.24748 -6.37725 1.05944
C: -3.99623 -7.27531 1.49691
C: -3.35770 -6.87847 2.83977
C: -4.27063 -7.00690 4.01010
N: -4.99963 -7.11445 4.91138
H: -5.05415 -5.30479 1.08251
H: -6.07342 -6.56660 1.74506
H: -5.66329 -6.60592 0.07815
H: -3.25111 -7.11878 0.71691
H: -4.22639 -8.33947 1.54891
H: -2.90449 -5.88805 2.79744
H: -2.44425 -7.45197 2.99722
C: 4.46016 5.42031 -2.61234
C: 5.12954 4.40123 -1.71304
C: 5.91753 3.41288 -2.52313
C: 7.05946 3.94709 -3.23264
N: 7.97128 4.35835 -3.81281
H: 4.09837 6.26960 -2.03276
H: 3.69618 4.95971 -3.23865
H: 5.18491 5.85440 -3.30111
H: 4.36332 3.92240 -1.10334
H: 5.70104 4.93829 -0.95603
H: 5.26514 3.01824 -3.30207
H: 6.27005 2.61849 -1.86528
C: 7.55125 -4.85130 -4.82205
C: 7.54652 -5.40557 -6.26109
C: 8.40274 -6.70328 -6.46714
C: 9.79260 -6.64051 -5.95116
N: 10.86267 -6.61005 -5.58353
H: 7.22478 -5.66330 -4.17230
H: 6.88924 -3.99409 -4.69950
H: 8.55055 -4.53722 -4.52062
H: 7.83390 -4.60548 -6.94327
H: 6.51642 -5.53528 -6.59303
H: 8.34693 -6.92153 -7.53360
H: 7.88466 -7.47996 -5.90458
C: 0.11997 -2.42493 8.33124
C: 1.39951 -1.61107 7.97843
C: 1.81280 -0.64468 9.13098
C: 1.99498 -1.26350 10.41614
N: 2.13774 -1.81036 11.40563
H: 0.19719 -3.03413 9.23180
H: -0.07714 -3.11275 7.50895
H: -0.76249 -1.80820 8.50161
H: 1.23241 -0.97200 7.11138
H: 2.26934 -2.21264 7.71458
H: 1.01325 0.07895 9.28968
H: 2.66806 -0.04267 8.82405
C: -1.20989 2.43936 -0.11769
C: -1.44603 1.03957 0.41502
C: -0.14105 0.34052 0.82401
C: 0.84753 0.09383 -0.26895
N: 1.62479 -0.06228 -1.09824
H: -0.76058 2.43860 -1.11077
H: -0.64565 3.04527 0.59127
H: -2.14694 2.97904 -0.25481
H: -1.93701 0.59015 -0.44817
H: -2.11480 1.11410 1.27252
H: -0.35369 -0.64148 1.24656
H: 0.36237 0.96109 1.56531
C: 8.65514 -2.77363 2.02114
C: 7.16477 -3.12978 1.77800
C: 6.50652 -3.65379 3.06753
C: 5.10144 -4.07348 2.83408
N: 4.01777 -4.40221 2.62457
H: 9.10989 -2.28265 1.16077
H: 9.21463 -3.69563 2.17919
H: 8.85458 -2.13465 2.88138
H: 7.09201 -3.79997 0.92146
H: 6.63824 -2.22086 1.48692
H: 6.56798 -2.80044 3.74290
H: 7.04302 -4.48132 3.53170
C: -8.07354 3.49760 1.52960
C: -9.14040 3.25764 2.57788
C: -10.64756 3.33430 2.10333
C: -11.05560 2.16779 1.31083
N: -11.42163 1.27919 0.69021
H: -7.08989 3.73975 1.93195
H: -8.37107 4.20569 0.75618
H: -7.94956 2.53554 1.03243
H: -9.02897 4.07727 3.28774
H: -8.92977 2.32046 3.09308
H: -10.86390 4.23393 1.52718
H: -11.23149 3.40298 3.02116
C: 9.76574 3.52541 3.70440
C: 8.84830 4.39022 4.60220
C: 7.85455 3.69211 5.50223
C: 6.77274 2.86607 4.83661
N: 5.94168 2.21175 4.34798
H: 9.31346 2.86210 2.96712
H: 10.34139 2.92655 4.41015
H: 10.45861 4.09959 3.08930
H: 8.25444 5.03228 3.95166
H: 9.39380 5.14218 5.17233
H: 7.26529 4.45980 6.00379
H: 8.41879 3.09657 6.21990

Results
* total charge: 0
* energy relative to the best compared isomer or geometry (same formula, charge and spin): 480.3 kJ/mol
* HOMO-LUMO gap: 11.35 eV
* multiplicity: 1
* strongest force on any atom: 4.1 eV Å⁻¹

***

C14H26NO3PRuS as an isolated structure in a non-equilibrium geometry, computed with ωB97M-V with the def2-TZVPD basis set.

Positions of all 47 atoms, in Å:
C: 1.37589 -0.81004 -3.65580
C: 1.24010 0.50456 -3.22147
C: 0.84222 0.79878 -1.90133
C: 0.61847 -0.25967 -1.03292
C: 0.69125 -1.58063 -1.47055
C: 1.11536 -1.86382 -2.77505
C: 0.74170 2.21646 -1.43821
C: -0.35156 2.57201 -0.40053
N: -1.67214 2.61421 -0.88165
Ru: 0.35535 0.07358 1.11845
C: 0.30173 -2.64478 -0.48630
P: -0.75747 -1.76194 0.78931
H: 1.44304 1.33361 -3.89648
H: 1.22888 -2.90240 -3.07423
H: 1.67981 -1.02595 -4.67717
H: 1.16651 -3.05845 0.05799
H: -0.28598 -3.46475 -0.92182
H: 1.69380 2.50705 -0.96760
H: 0.61496 2.87646 -2.30644
H: -0.36116 1.92048 0.52977
C: -0.96646 -2.93952 2.12208
C: -2.32575 -1.74194 -0.09819
H: -0.12315 3.58161 0.01043
C: -2.24943 1.69274 -1.81930
C: -2.59415 3.48131 -0.18987
H: -0.64680 -0.27917 2.43448
H: -3.08619 2.23008 -2.29364
H: -1.52351 1.38357 -2.57655
H: -2.66841 0.78327 -1.35125
H: -3.38483 3.75874 -0.89864
H: -3.05677 3.01436 0.69772
H: -2.04076 4.36688 0.14676
H: -2.62861 -2.77909 -0.26904
H: -3.06303 -1.21667 0.51437
H: -2.20954 -1.23002 -1.05604
H: -1.17169 -3.92665 1.69037
H: -0.06344 -2.94087 2.74390
H: -1.81897 -2.58930 2.71629
H: -0.97445 0.75904 2.02463
C: 3.52153 0.17255 3.82026
S: 2.76979 -1.08293 2.79804
O: 3.77599 -1.87357 2.13574
O: 1.73044 -1.75246 3.56121
O: 2.10714 -0.13494 1.69447
H: 3.57819 -0.23180 4.83413
H: 2.91031 1.08038 3.79562
H: 4.52177 0.36964 3.42404

Results
* total charge: +2
* <S²>: 6.059
* energy relative to the best compared isomer or geometry (same formula, charge and spin): 0.0 kJ/mol
* HOMO-LUMO gap (alpha / beta): 8.10 / 3.97 eV
* multiplicity: 5
* strongest force on any atom: 3.1 eV Å⁻¹

***

A 2-piece molecular cluster, C10H14ClN overall, computed with ωB97M-V with the def2-TZVPD basis set.

Positions of all 26 atoms, in Å:
C: 2.38338 -1.06669 -1.02995
C: 3.44682 -1.65433 -0.42506
C: 3.17162 0.31166 0.56719
C: 2.17898 0.20578 -0.40518
C: 1.17008 1.12185 -0.83029
C: -0.88937 -0.14862 0.29751
C: -0.88493 -0.35958 1.74282
C: -1.98093 0.92085 -1.66077
C: -3.44230 0.32212 0.31339
C: -2.13981 0.01278 -0.43703
N: 3.92447 -0.80110 0.53639
Cl: 1.06524 2.49179 0.19977
H: 1.76984 -1.46494 -1.81183
H: 3.91358 -2.60346 -0.60185
H: 3.38038 1.12131 1.24022
H: -0.10292 -1.06841 2.02312
H: -0.55870 0.61572 2.12142
H: -1.83134 -0.62099 2.22338
H: -2.11999 1.95639 -1.35779
H: -0.97858 0.81808 -2.05956
H: -2.71877 0.68272 -2.42388
H: -3.34429 1.26629 0.84723
H: -4.26094 0.41506 -0.39633
H: -3.69816 -0.45960 1.02512
H: -2.18138 -1.03012 -0.81461
H: 4.72803 -0.98457 1.11654

Results
* total charge: 0
* energy relative to the best compared isomer or geometry (same formula, charge and spin): 663.7 kJ/mol
* HOMO-LUMO gap: 7.10 eV
* multiplicity: 1
* strongest force on any atom: 1.0 eV Å⁻¹

***

- Among the records above, which one has the highest total charge?
  C14H26NO3PRuS

***

What did the second record say?
C14H26NO3PRuS as an isolated structure in a non-equilibrium geometry, computed with ωB97M-V with the def2-TZVPD basis set.

Positions of all 47 atoms, in Å:
C: 1.37589 -0.81004 -3.65580
C: 1.24010 0.50456 -3.22147
C: 0.84222 0.79878 -1.90133
C: 0.61847 -0.25967 -1.03292
C: 0.69125 -1.58063 -1.47055
C: 1.11536 -1.86382 -2.77505
C: 0.74170 2.21646 -1.43821
C: -0.35156 2.57201 -0.40053
N: -1.67214 2.61421 -0.88165
Ru: 0.35535 0.07358 1.11845
C: 0.30173 -2.64478 -0.48630
P: -0.75747 -1.76194 0.78931
H: 1.44304 1.33361 -3.89648
H: 1.22888 -2.90240 -3.07423
H: 1.67981 -1.02595 -4.67717
H: 1.16651 -3.05845 0.05799
H: -0.28598 -3.46475 -0.92182
H: 1.69380 2.50705 -0.96760
H: 0.61496 2.87646 -2.30644
H: -0.36116 1.92048 0.52977
C: -0.96646 -2.93952 2.12208
C: -2.32575 -1.74194 -0.09819
H: -0.12315 3.58161 0.01043
C: -2.24943 1.69274 -1.81930
C: -2.59415 3.48131 -0.18987
H: -0.64680 -0.27917 2.43448
H: -3.08619 2.23008 -2.29364
H: -1.52351 1.38357 -2.57655
H: -2.66841 0.78327 -1.35125
H: -3.38483 3.75874 -0.89864
H: -3.05677 3.01436 0.69772
H: -2.04076 4.36688 0.14676
H: -2.62861 -2.77909 -0.26904
H: -3.06303 -1.21667 0.51437
H: -2.20954 -1.23002 -1.05604
H: -1.17169 -3.92665 1.69037
H: -0.06344 -2.94087 2.74390
H: -1.81897 -2.58930 2.71629
H: -0.97445 0.75904 2.02463
C: 3.52153 0.17255 3.82026
S: 2.76979 -1.08293 2.79804
O: 3.77599 -1.87357 2.13574
O: 1.73044 -1.75246 3.56121
O: 2.10714 -0.13494 1.69447
H: 3.57819 -0.23180 4.83413
H: 2.91031 1.08038 3.79562
H: 4.52177 0.36964 3.42404

Results
* total charge: +2
* <S²>: 6.059
* energy relative to the best compared isomer or geometry (same formula, charge and spin): 0.0 kJ/mol
* HOMO-LUMO gap (alpha / beta): 8.10 / 3.97 eV
* multiplicity: 5
* strongest force on any atom: 3.1 eV Å⁻¹